Entry 1:
ORCA calculation (ωB97M-V/def2-TZVPD) on a structure of composition C16H30As3Cl3N3PdSeSi.

Properties
* ΔE to the lowest compared entry with this formula, charge and spin: 25.29 kcal per mole
* net charge: +1
* LUMO energy: -3.8 eV
* M: 809.03 g/mol

Cartesian coordinates (Å):
Pd 0.392 -1.083 -1.242
C 1.433 -1.370 1.990
As -0.210 -1.358 0.970
C -1.088 -2.959 1.607
C -1.426 0.017 1.615
C -1.084 1.517 1.498
C 0.277 1.802 2.143
C -1.093 2.033 0.049
As 0.327 1.429 -1.153
C -0.382 2.105 -2.827
C 1.789 2.679 -0.856
C -2.143 2.294 2.312
As -4.071 2.524 1.866
C -4.582 0.923 0.847
C -3.935 3.755 0.339
H 1.247 -1.177 3.045
H 2.121 -0.634 1.583
H 1.862 -2.363 1.865
H -1.214 -2.928 2.688
H -0.481 -3.820 1.331
H -2.065 -3.046 1.132
H -1.601 -0.229 2.667
H -2.348 -0.206 1.077
H 1.085 1.282 1.626
H 0.285 1.487 3.189
H 0.497 2.871 2.113
H -1.059 3.125 0.056
H -2.023 1.744 -0.443
H -0.483 3.189 -2.800
H -1.357 1.653 -3.008
H 0.289 1.820 -3.636
H 1.417 3.663 -0.575
H 2.349 2.761 -1.787
H 2.450 2.301 -0.078
H -1.811 3.335 2.395
H -2.141 1.907 3.335
H -4.577 0.041 1.487
H -3.971 0.745 -0.039
H -5.610 1.090 0.524
H -3.227 4.550 0.571
H -4.912 4.212 0.191
H -3.637 3.263 -0.585
Se 4.940 0.222 -1.374
N 5.835 -1.279 -1.576
C 4.949 -2.255 -1.491
C 5.228 -3.652 -1.614
C 4.181 -4.502 -1.514
C 2.857 -3.999 -1.287
N 2.547 -2.744 -1.158
C 3.582 -1.853 -1.267
N 3.366 -0.555 -1.180
H 6.241 -3.989 -1.785
H 4.324 -5.570 -1.604
H 2.032 -4.703 -1.213
Cl -1.177 -4.413 -2.302
Si -1.116 -2.412 -2.021
Cl -3.014 -1.683 -2.010
Cl -0.062 -1.554 -3.682



Entry 2:
ORCA calculation (ωB97M-V/def2-TZVPD) on a structure of composition C16H30AuN3OS2 at a distorted geometry.

Properties
* ΔE to the lowest compared entry with this formula, charge and spin: 13.92 kcal per mole
* LUMO energy: 0.5 eV
* M: 541.54 g/mol

Cartesian coordinates (Å):
Au -0.176 0.444 0.007
C -1.892 1.193 -4.916
C -1.517 2.340 -3.967
C -2.769 3.170 -3.651
C -0.450 3.226 -4.622
C -0.974 1.778 -2.721
C -0.448 1.328 -1.725
H -2.266 1.590 -5.863
H -2.667 0.566 -4.473
H -1.023 0.566 -5.119
H -3.137 3.660 -4.556
H -2.549 3.936 -2.907
H -3.563 2.531 -3.263
H -0.833 3.679 -5.539
H 0.430 2.631 -4.868
H -0.144 4.020 -3.941
C 4.203 -2.050 -1.965
C 3.054 -2.926 -2.462
C 2.185 -3.471 -1.332
S 1.192 -2.105 -0.577
O -0.082 -2.718 -0.122
C 2.243 -1.822 0.930
C 1.673 -2.495 2.167
C 1.838 -4.013 2.149
H 4.829 -1.733 -2.799
H 4.833 -2.599 -1.262
H 3.825 -1.154 -1.470
H 3.456 -3.767 -3.032
H 2.426 -2.342 -3.139
H 2.778 -3.970 -0.566
H 1.430 -4.161 -1.710
H 2.271 -0.735 1.048
H 3.250 -2.173 0.706
H 0.616 -2.252 2.250
H 2.178 -2.078 3.042
H 1.238 -4.448 1.350
H 1.505 -4.444 3.094
H 2.884 -4.296 2.002
C -2.878 -2.345 5.233
C -2.947 -2.917 3.812
C -2.749 -1.835 2.801
N -1.639 -1.264 2.533
N -1.722 -0.269 1.611
C -2.941 -0.067 1.165
N -3.305 0.887 0.281
S -4.096 -1.145 1.900
H -2.990 -3.135 5.975
H -3.668 -1.609 5.383
H -1.916 -1.859 5.388
H -3.913 -3.392 3.640
H -2.167 -3.667 3.673
H -2.559 1.260 -0.303
H -4.207 0.800 -0.152



Entry 3:
ORCA calculation (ωB97M-V/def2-TZVPD) on a structure of composition C16H30Cl2N2PdSSi3 at a distorted geometry.

Properties
* 2S+1: 3
* LUMO energy (spin up / spin down): 0.4 / -2.3 eV
* expectation value of S²: 2.007
* M: 544.08 g/mol

Cartesian coordinates (Å):
Pd -0.176 0.086 0.373
C -2.523 -0.819 4.218
Si -1.960 -0.346 2.455
C -2.831 1.280 1.915
C -2.620 -1.709 1.264
C -0.064 -0.168 2.472
Si 1.018 -1.683 2.776
C 2.738 -1.757 1.926
C 0.163 -3.304 2.230
C 1.321 -1.749 4.663
Si 0.624 1.591 2.539
C 2.532 1.719 2.604
C -0.023 2.439 4.122
C 0.229 2.872 1.130
C 0.215 4.252 1.310
C -0.017 5.084 0.228
C -0.253 4.523 -1.016
C -0.222 3.143 -1.124
N 0.022 2.360 -0.085
H -3.602 -0.905 4.256
H -2.218 -0.084 4.951
H -2.100 -1.772 4.514
H -3.896 1.101 1.804
H -2.452 1.616 0.947
H -2.716 2.094 2.622
H -3.454 -1.327 0.682
H -2.968 -2.576 1.814
H -1.862 -2.046 0.556
H 2.665 -1.978 0.865
H 3.323 -2.552 2.379
H 3.298 -0.838 2.048
H -0.058 -3.300 1.166
H -0.769 -3.464 2.760
H 0.796 -4.165 2.420
H 1.904 -0.898 4.997
H 1.861 -2.648 4.936
H 0.387 -1.742 5.212
H 2.935 1.026 3.331
H 2.819 2.718 2.911
H 3.001 1.530 1.644
H 0.172 1.808 4.978
H -1.089 2.627 4.084
H 0.476 3.385 4.290
H 0.380 4.667 2.293
H -0.005 6.157 0.349
H -0.462 5.133 -1.879
H -0.395 2.646 -2.070
Cl 1.992 -0.254 -1.117
C 3.678 0.314 -1.061
Cl 3.713 2.094 -1.013
H 4.202 -0.004 -1.963
H 4.141 -0.069 -0.150
S -3.364 0.845 -2.355
C -2.081 0.120 -1.753
N -1.109 -0.461 -1.423



Entry 4:
ORCA calculation (ωB97M-V/def2-TZVPD) on a structure of composition C16H30CoNO at a distorted geometry.

Properties
* 2S+1: 5
* net charge: +2
* LUMO energy (spin up / spin down): -7.4 / -9.7 eV
* expectation value of S²: 6.035
* M: 311.35 g/mol

Cartesian coordinates (Å):
C 1.088 1.785 -0.845
H 1.869 1.831 -0.058
H 1.529 1.312 -1.723
H -1.489 -0.050 0.266
C 0.332 3.081 -1.109
H -0.636 2.912 -1.602
H 0.106 3.481 -0.113
C 0.978 4.200 -1.941
H 0.251 4.997 -2.147
H 1.810 4.652 -1.380
H 1.340 3.844 -2.912
C -0.754 -1.901 -0.164
C -1.394 -0.778 -0.909
C -0.398 -0.465 -1.994
C 0.747 -1.248 -1.772
C 0.539 -2.075 -0.623
C 1.542 -2.955 0.012
C 1.980 -1.204 -2.600
C -0.727 0.278 -3.240
C -2.881 -0.701 -1.243
C -1.464 -2.621 0.898
Co -0.099 0.547 -0.085
H 2.886 -1.432 -2.023
H 1.921 -1.922 -3.433
H 2.133 -0.215 -3.052
H 2.571 -2.642 -0.220
H 1.437 -2.934 1.110
H 1.438 -4.005 -0.301
H -2.289 -2.023 1.318
H -1.908 -3.540 0.476
H -0.832 -2.903 1.756
H -3.096 0.233 -1.767
H -3.229 -1.528 -1.866
H -3.462 -0.708 -0.310
H 0.063 0.967 -3.564
H -0.917 -0.410 -4.078
H -1.632 0.881 -3.110
C 1.638 0.144 4.113
N 0.188 0.237 3.939
C -0.718 0.143 5.093
C -0.256 0.427 2.695
O 0.583 0.646 1.757
H 1.888 0.097 5.183
H 2.127 1.022 3.673
H 2.028 -0.766 3.625
H -1.406 1.004 5.108
H -1.319 -0.780 5.069
H -0.129 0.155 6.018
H -1.334 0.379 2.427



Entry 5:
ORCA calculation (ωB97M-V/def2-TZVPD) on a structure of composition C16H30HgN5PSe.

Properties
* 2S+1: 2
* ΔE to the lowest compared entry with this formula, charge and spin: 5.04 kcal per mole
* net charge: -1
* LUMO energy (spin up / spin down): 2.3 / 1.7 eV
* expectation value of S²: 0.754
* M: 602.97 g/mol

Cartesian coordinates (Å):
Hg 0.199 -1.003 -0.632
N -0.047 -0.053 2.059
P 0.050 -0.008 3.634
N 1.180 -1.065 4.290
C 0.719 -2.477 4.265
C 1.906 -3.405 4.464
C 2.866 -3.320 3.266
C 2.864 -1.908 2.660
C 2.544 -0.875 3.730
N 0.519 1.452 4.254
C 0.031 2.638 3.518
C -0.365 3.718 4.512
C 0.870 4.187 5.304
C 1.914 3.063 5.418
C 1.239 1.701 5.499
N -1.384 -0.389 4.382
C -1.570 -0.122 5.808
C -2.838 -0.796 6.313
C -4.041 -0.362 5.475
C -3.793 -0.585 3.962
C -2.413 -1.177 3.700
H 0.226 -2.728 3.319
H -0.015 -2.615 5.061
H 1.550 -4.426 4.605
H 2.421 -3.112 5.383
H 2.579 -4.048 2.505
H 3.875 -3.584 3.594
H 2.118 -1.819 1.866
H 3.833 -1.682 2.211
H 2.606 0.129 3.313
H 3.279 -0.937 4.540
H -0.810 2.349 2.887
H 0.797 3.020 2.837
H -1.116 3.307 5.195
H -0.831 4.552 3.987
H 0.568 4.516 6.302
H 1.322 5.048 4.809
H 2.547 3.210 6.294
H 2.566 3.072 4.542
H 0.565 1.692 6.368
H 1.975 0.915 5.663
H -1.662 0.959 5.973
H -0.698 -0.461 6.379
H -2.986 -0.526 7.360
H -2.725 -1.882 6.276
H -4.227 0.698 5.667
H -4.931 -0.901 5.804
H -3.865 0.363 3.426
H -4.548 -1.251 3.539
H -2.184 -1.165 2.638
H -2.391 -2.225 4.025
Se -0.017 2.446 -0.873
C -0.076 3.685 -2.204
N -0.114 4.480 -3.052



Entry 6:
ORCA calculation (ωB97M-V/def2-TZVPD) on a cluster of 7 separate species, C16H30N2O20S3 in total at a distorted geometry.

Properties
* LUMO energy: -0.8 eV
* SMILES string: C[N+](=O)[O-].C[N+](=O)[O-].O=S1(=O)OCCO1.O=S1(=O)OCCO1.O=S1(=O)OCCO1.O=C1CCCO1.O=C1CCCO1
* M: 666.61 g/mol

Cartesian coordinates (Å):
C -7.497 -0.293 -5.830
N -6.227 -0.527 -5.113
O -5.158 -0.533 -5.750
O -6.239 -1.088 -4.003
H -7.257 -0.087 -6.873
H -8.045 0.517 -5.349
H -7.996 -1.262 -5.806
C -1.945 -0.099 -1.630
N -0.672 0.161 -0.946
O -0.643 0.214 0.329
O 0.302 0.393 -1.652
H -1.702 -0.608 -2.562
H -2.364 0.899 -1.760
H -2.439 -0.784 -0.941
O -2.890 -7.788 -5.271
C -4.060 -7.468 -5.064
O -5.097 -8.270 -5.293
C -6.326 -7.779 -4.825
C -6.015 -6.293 -4.526
C -4.515 -6.165 -4.416
H -6.634 -8.477 -4.047
H -6.974 -7.761 -5.702
H -6.442 -5.959 -3.580
H -6.471 -5.716 -5.330
H -4.216 -6.177 -3.368
H -4.091 -5.278 -4.886
O -0.360 6.433 -1.668
C 0.666 5.998 -2.291
O 0.762 6.123 -3.587
C 2.082 5.833 -4.093
C 3.000 5.805 -2.856
C 1.984 5.434 -1.743
H 2.326 6.719 -4.678
H 2.071 4.913 -4.678
H 3.360 6.816 -2.669
H 3.817 5.095 -2.982
H 2.179 5.881 -0.769
H 1.989 4.359 -1.567
C 6.216 -0.734 2.487
C 5.529 -0.206 1.249
O 6.110 1.038 0.971
S 7.379 1.438 1.988
O 6.871 2.222 3.129
O 8.482 1.972 1.214
O 7.521 -0.194 2.354
H 6.333 -1.812 2.605
H 5.749 -0.353 3.395
H 4.448 -0.062 1.257
H 5.729 -0.891 0.424
C -0.923 3.773 4.526
C -0.335 4.830 3.601
O 1.098 4.648 3.655
S 1.586 4.018 5.074
O 2.223 5.046 5.860
O 2.253 2.742 4.823
O -0.028 3.859 5.593
H -1.052 2.758 4.153
H -1.881 4.093 4.936
H -0.423 5.815 4.058
H -0.809 4.783 2.620
C 1.500 -2.105 6.366
C 1.770 -3.132 5.200
O 3.020 -3.735 5.359
S 3.659 -3.295 6.838
O 5.107 -3.076 6.825
O 3.177 -4.286 7.792
O 2.742 -1.955 7.005
H 0.850 -2.671 7.034
H 1.108 -1.163 5.984
H 1.750 -2.668 4.214
H 0.975 -3.878 5.189



Entry 7:
ORCA calculation (ωB97M-V/def2-TZVPD) on a structure of composition C16H30N2O2P2Tc at a distorted geometry.

Properties
* 2S+1: 4
* ΔE to the lowest compared entry with this formula, charge and spin: 89.12 kcal per mole
* LUMO energy (spin up / spin down): -0.5 / -0.5 eV
* expectation value of S²: 3.785
* M: 442.38 g/mol

Cartesian coordinates (Å):
Tc 0.600 0.377 0.050
P 2.459 0.397 -1.184
P -2.199 0.815 1.768
N -0.496 0.167 -1.377
H 1.200 -2.382 4.177
C 2.832 -1.329 -1.659
H 3.878 -1.400 -1.984
H 2.158 -1.628 -2.472
H 2.658 -1.976 -0.788
C 3.959 0.938 -0.322
H 4.845 0.501 -0.799
H 3.899 0.609 0.723
H 4.010 2.032 -0.353
C 2.466 1.308 -2.758
H 3.461 1.262 -3.220
H 2.199 2.354 -2.560
H 1.721 0.879 -3.438
C -3.341 -0.518 1.477
H -4.363 -0.121 1.542
H -3.189 -1.286 2.246
H -3.177 -0.938 0.477
C -2.540 1.626 3.314
H -3.579 1.981 3.292
H -1.866 2.483 3.443
H -2.403 0.907 4.131
C -2.251 2.021 0.459
H -3.000 2.771 0.747
H -2.565 1.544 -0.478
H -1.274 2.514 0.327
C -1.112 0.153 -2.577
C -2.009 -1.087 -4.482
C -1.464 -1.085 -3.209
C -1.368 1.377 -3.284
C -1.916 1.344 -4.556
C -2.238 0.119 -5.161
H -2.260 -2.040 -4.950
H -1.257 -2.001 -2.650
H -1.100 2.318 -2.795
H -2.094 2.284 -5.081
H -2.672 0.100 -6.163
C 1.073 -1.275 2.762
O 1.364 -1.059 1.376
C 1.117 -2.785 3.067
H 1.166 -3.349 4.086
H 1.997 -3.204 2.579
H 0.184 -3.209 2.691
C 1.994 -0.406 3.641
H 1.758 -0.522 4.707
H 1.887 0.656 3.382
H 3.038 -0.694 3.472
O -1.183 -1.019 3.705
C -0.362 -0.691 2.840
N -0.644 0.165 1.820



Entry 8:
ORCA calculation (ωB97M-V/def2-TZVPD) on a structure of composition C16H30N2O3PtSb2.

Properties
* ΔE to the lowest compared entry with this formula, charge and spin: 33.03 kcal per mole
* net charge: +4
* LUMO energy: -14.6 eV
* M: 737.03 g/mol

Cartesian coordinates (Å):
Pt 1.021 0.798 -0.075
C 1.327 -2.900 0.274
Sb 0.622 -1.302 1.434
C 1.774 -1.031 3.181
C -1.415 -1.575 2.027
C -2.303 -2.080 0.934
C -2.446 -3.447 0.748
C -3.310 -3.947 -0.219
C -4.043 -3.075 -1.014
C -3.909 -1.708 -0.843
C -3.045 -1.194 0.125
C -2.970 0.285 0.311
Sb -1.473 1.188 -0.915
C -1.496 0.378 -2.854
C -1.682 3.285 -0.938
H 0.774 -2.936 -0.662
H 1.146 -3.807 0.855
H 2.394 -2.785 0.098
H 1.501 -1.904 3.781
H 1.471 -0.118 3.687
H 2.841 -1.035 2.974
H -1.715 -0.645 2.503
H -1.264 -2.320 2.817
H -1.913 -4.136 1.395
H -3.428 -5.017 -0.329
H -4.739 -3.452 -1.751
H -4.519 -1.042 -1.443
H -2.829 0.645 1.327
H -3.861 0.784 -0.090
H -2.515 0.511 -3.223
H -1.242 -0.679 -2.811
H -0.796 0.929 -3.478
H -2.635 3.444 -1.452
H -0.884 3.767 -1.498
H -1.737 3.656 0.082
C 0.101 3.352 3.320
C 0.843 2.782 2.165
N 1.983 3.303 1.796
O 0.304 1.765 1.568
H 0.668 4.123 3.837
H -0.155 2.558 4.021
H -0.837 3.785 2.965
H 2.361 4.094 2.306
H 2.544 2.958 1.028
N 5.002 0.626 -3.198
C 3.652 -0.023 -3.147
C 2.892 0.439 -1.918
O 1.745 -0.142 -1.701
O 3.306 1.325 -1.178
H 5.363 0.657 -4.160
H 5.698 0.124 -2.636
H 4.966 1.588 -2.840
H 3.768 -1.106 -3.151
H 3.093 0.258 -4.040



Entry 9:
ORCA calculation (ωB97M-V/def2-TZVPD) on a structure of composition C16H30N2OP2Sn at a distorted geometry.

Properties
* LUMO energy: -0.5 eV
* M: 447.09 g/mol

Cartesian coordinates (Å):
Sn 0.046 -0.332 0.448
P 2.647 -0.202 0.261
P -2.576 0.255 0.629
N -0.134 0.221 -1.529
H 0.822 -1.459 1.637
C 3.279 -1.668 -0.613
H 4.372 -1.708 -0.502
H 3.020 -1.591 -1.678
H 2.838 -2.588 -0.207
C 3.552 -0.101 1.833
H 4.629 -0.023 1.624
H 3.355 -0.997 2.436
H 3.215 0.782 2.394
C 3.221 1.223 -0.712
H 4.319 1.276 -0.661
H 2.792 2.148 -0.306
H 2.902 1.118 -1.757
C -3.579 -1.051 -0.160
H -4.648 -0.827 -0.032
H -3.337 -2.024 0.284
H -3.333 -1.086 -1.230
C -3.215 0.350 2.333
H -4.289 0.582 2.303
H -2.674 1.134 2.879
H -3.061 -0.608 2.848
C -3.127 1.785 -0.192
H -4.208 1.918 -0.037
H -2.910 1.722 -1.266
H -2.583 2.641 0.227
C -0.084 1.271 -2.321
C -0.007 2.068 -4.651
C -0.073 1.031 -3.746
C -0.037 2.661 -1.900
C 0.018 3.681 -2.829
C 0.035 3.404 -4.205
H 0.010 1.848 -5.720
H -0.111 -0.019 -4.055
H -0.046 2.862 -0.823
H 0.047 4.718 -2.482
H 0.083 4.220 -4.925
C -0.086 -2.606 1.681
O -0.839 -2.253 0.568
C 0.685 -3.872 1.437
H 1.227 -4.199 2.332
H 1.398 -3.776 0.610
H -0.039 -4.653 1.165
C -0.802 -2.479 3.004
H -1.832 -2.845 2.910
H -0.837 -1.444 3.367
H -0.290 -3.069 3.770
N 0.154 1.614 3.266
C 0.089 0.949 2.294



Which formula does entry 7 have?
C16H30N2O2P2Tc



Which of these has the highest M?
C16H30As3Cl3N3PdSeSi



M of number 2 (C16H30AuN3OS2)?
541.54 g/mol